(1)
This record from the Open Molecules 2025 dataset describes an isolated molecule of C5H11N at a distorted geometry. The level of theory is wB97M-V/def2-TZVPD.

Output
HOMO level in eV: -9.2
ΔE to the lowest compared entry with this formula, charge and spin in eV: 1.237
LUMO level in eV: 1.2
Spin multiplicity: 1
Orbital gap in eV: 10.32
SMILES: C=CC[C@@H](C)N
Total energy in eV: -6852.291

```
17
Properties=species:S:1:pos:R:3:forces:R:3
C -0.59358 1.91562 -0.70923 0.42 0.74 -1.47
C 0.43277 0.91810 -0.15008 -0.06 1.31 0.31
C 0.20783 -0.40003 -0.85467 -0.64 -2.53 -0.68
C 0.52278 -1.63086 -0.06176 1.04 -0.38 1.35
C -0.33009 -2.36588 0.64417 -0.09 -0.30 0.13
N 0.14589 0.98386 1.29494 1.21 -0.09 0.80
H -0.42149 2.90129 -0.30112 -0.19 0.12 0.60
H -0.61346 2.13738 -1.79916 0.38 -0.76 0.29
H -1.58870 1.54524 -0.47355 -0.05 0.14 0.30
H 1.49258 1.23348 -0.27312 -0.74 0.00 -0.19
H 0.80965 -0.54404 -1.76803 -0.34 0.82 0.04
H -0.86798 -0.56049 -1.12679 0.71 0.63 0.02
H 1.58724 -1.93537 0.09959 -0.73 0.66 -0.26
H 0.04432 -3.08884 1.35913 0.10 -0.26 -0.27
H -1.41363 -2.33887 0.59776 -0.02 0.52 -0.12
H -0.39472 0.20155 1.61071 -0.28 -0.42 0.09
H 0.98057 1.02785 1.91121 -0.74 -0.19 -0.93
```
Forces are in eV/Å.

Atomic charges from the natural (NBO) analysis, expressed in e, are listed below: C -0.599; C -0.057; C -0.468; C -0.153; C -0.417; N -0.852; H 0.215; H 0.197; H 0.204; H 0.192; H 0.226; H 0.206; H 0.192; H 0.196; H 0.190; H 0.364; H 0.366



(2)
This record from the Open Molecules 2025 dataset describes an isolated molecule of C5H11N at a distorted geometry. The level of theory is wB97M-V/def2-TZVPD.

Output
HOMO level in eV: -7.6
ΔE to the lowest compared entry with this formula, charge and spin in eV: 0.692
LUMO level in eV: 1.1
Spin multiplicity: 1
Orbital gap in eV: 8.74
SMILES: CC/C=C(/C)N
Total energy in eV: -6852.837

```
17
Properties=species:S:1:pos:R:3:forces:R:3
C -1.41733 -1.41336 -1.70384 0.61 0.06 0.11
C -0.61334 -1.25802 -0.41518 0.37 1.15 0.33
N 0.04810 0.41181 1.87362 -0.79 -0.29 0.31
C 0.62000 0.65904 0.64185 -0.32 0.06 -0.09
C 0.34673 -0.07940 -0.43542 0.12 -0.97 -0.13
C 1.49191 1.87180 0.58800 0.22 0.75 0.66
H -1.61880 -0.42732 -2.11946 -0.40 0.01 0.09
H -0.87242 -1.94597 -2.48366 0.07 -0.16 0.10
H -2.32009 -1.95597 -1.46423 -0.41 -0.07 -0.33
H -0.08061 -2.16680 -0.13583 -0.12 -0.23 0.00
H -1.30706 -1.00418 0.39279 -0.20 -0.50 -0.12
H 0.38232 0.77435 2.73007 0.51 0.69 0.26
H -0.75100 -0.17843 2.00877 0.17 -0.24 -0.37
H 0.97340 0.01944 -1.30892 -0.16 0.49 -0.29
H 2.54409 1.64116 0.73235 0.19 -0.06 -0.32
H 1.31843 2.47786 -0.29872 0.28 -0.39 -0.30
H 1.25569 2.57398 1.39782 -0.14 -0.30 0.08
```
Forces are in eV/Å.

Atomic charges from the natural (NBO) analysis, expressed in e, are listed below: C -0.601; C -0.416; N -0.839; C 0.187; C -0.306; C -0.646; H 0.208; H 0.202; H 0.206; H 0.203; H 0.177; H 0.384; H 0.383; H 0.197; H 0.219; H 0.231; H 0.210



(3)
This record from the Open Molecules 2025 dataset describes an isolated molecule of C5H11N at a distorted geometry. The level of theory is wB97M-V/def2-TZVPD.

Output
HOMO level in eV: -7.9
ΔE to the lowest compared entry with this formula, charge and spin in eV: 2.349
LUMO level in eV: 1.1
Spin multiplicity: 1
Orbital gap in eV: 9.02
SMILES: C=C(CC)NC
Total energy in eV: -6851.180

```
17
Properties=species:S:1:pos:R:3:forces:R:3
C -1.54927 0.01954 1.22609 -1.08 0.96 1.79
C -0.43059 0.88415 0.66097 0.53 -1.18 -0.77
C 0.68933 -0.10232 0.28482 2.34 -1.41 -2.31
C 1.14247 -1.08555 1.10093 -0.77 0.05 1.96
C 0.24586 0.19242 -2.12453 0.28 -0.51 -0.04
N 1.22612 -0.07553 -1.08767 -4.08 0.60 1.85
H -1.39434 -0.92317 0.68833 -0.81 -0.05 0.74
H -1.43577 -0.05304 2.36651 -0.22 -0.47 -1.71
H -2.58967 0.44322 1.05610 1.29 -0.50 0.05
H 0.11199 1.56675 1.26932 -0.16 0.63 1.34
H -0.83517 1.53176 -0.11227 0.38 -0.45 -0.66
H 1.99308 -1.80806 1.14864 -0.65 0.93 -1.47
H 0.60803 -1.27406 2.06054 0.28 0.83 -0.55
H -0.54708 -0.58449 -1.90848 0.18 1.30 -0.88
H 0.72636 -0.00448 -3.11006 -0.48 -0.10 0.62
H -0.09160 1.26082 -2.16780 -0.24 -0.93 0.14
H 2.13024 0.01205 -1.35145 3.23 0.31 -0.12
```
Forces are in eV/Å.

Atomic charges from the natural (NBO) analysis, expressed in e, are listed below: C -0.616; C -0.471; C 0.202; C -0.490; C -0.413; N -0.668; H 0.226; H 0.213; H 0.211; H 0.227; H 0.219; H 0.222; H 0.189; H 0.193; H 0.204; H 0.173; H 0.381



(4)
This record from the Open Molecules 2025 dataset describes an isolated molecule of C5H11N. The level of theory is wB97M-V/def2-TZVPD.

Output
HOMO level in eV: -8.7
ΔE to the lowest compared entry with this formula, charge and spin in eV: 1.282
LUMO level in eV: 1.1
Spin multiplicity: 1
Orbital gap in eV: 9.76
SMILES: CN1CC1(C)C
Total energy in eV: -6852.246

```
17
Properties=species:S:1:pos:R:3:forces:R:3
C 0.22909 -1.27275 1.63818 0.14 -0.09 0.06
N -0.48523 -0.21524 0.94690 -0.08 -0.13 0.05
C 0.02966 1.12993 0.85044 0.04 0.27 0.07
C -0.16519 0.30484 -0.37482 0.00 0.05 -0.20
C 1.08807 -0.07355 -1.14820 0.03 -0.07 0.05
C -1.39720 0.48249 -1.23869 -0.02 0.03 0.00
H -0.49094 -2.05192 1.91784 0.19 0.10 -0.10
H 1.02736 -1.74728 1.04931 -0.07 0.17 0.02
H 0.66587 -0.88677 2.56610 -0.03 -0.05 -0.15
H 1.06859 1.30883 1.14199 -0.18 -0.05 -0.03
H -0.65724 1.93218 1.11928 0.06 -0.13 -0.04
H 1.14353 0.56234 -2.04115 0.01 -0.12 0.17
H 1.07943 -1.11472 -1.49248 -0.08 0.11 0.07
H 2.00553 0.09604 -0.57489 -0.17 -0.12 -0.03
H -1.28565 1.30906 -1.94988 0.03 -0.10 0.09
H -1.59156 -0.43418 -1.81005 0.03 0.13 0.07
H -2.26411 0.67070 -0.59988 0.11 0.02 -0.12
```
Forces are in eV/Å.

Atomic charges from the natural (NBO) analysis, expressed in e, are listed below: C -0.415; N -0.423; C -0.246; C 0.093; C -0.630; C -0.605; H 0.201; H 0.180; H 0.195; H 0.179; H 0.192; H 0.221; H 0.210; H 0.212; H 0.204; H 0.207; H 0.224



(5)
This record from the Open Molecules 2025 dataset describes a cluster of 2 separate species, C5H11N in total at a distorted geometry. The level of theory is wB97M-V/def2-TZVPD.

Output
HOMO level (spin up / spin down) in eV: -7.2 / -11.2
ΔE to the lowest compared entry with this formula, charge and spin in eV: 0.000
LUMO level (spin up / spin down) in eV: 1.1 / 0.0
Spin multiplicity: 3
Orbital gap (spin up / spin down) in eV: 8.30 / 11.25
Expectation value of S²: 2.01
Total energy in eV: -6848.455

```
17
Properties=species:S:1:pos:R:3:forces:R:3
C 0.69924 0.69238 0.34890 0.89 -0.02 0.49
C 2.80400 -0.58053 -0.26434 1.71 2.54 3.91
C -2.17309 -0.03667 -0.57212 -3.25 0.07 2.73
C 1.31106 -0.64453 0.01224 0.49 0.61 -0.15
C -2.24151 0.71330 0.79874 0.31 -1.61 -0.64
N 1.11843 1.82588 0.09474 0.57 -1.22 -0.25
H 3.28267 -0.24148 0.82043 -0.99 -0.88 -2.41
H 3.05336 0.35001 -0.82048 -0.02 -1.18 -0.36
H 3.35344 -1.50226 -0.45423 -0.42 0.14 -0.67
H -3.20932 -0.17612 -1.01061 1.15 0.73 0.14
H -1.86916 -1.04827 -0.44168 0.57 -0.81 0.44
H -1.49704 0.41377 -1.20333 1.25 1.22 -1.82
H 1.09925 -1.39897 0.75189 -0.33 -0.09 0.37
H 0.79496 -0.90701 -0.86994 -0.77 -0.70 -1.19
H -1.70940 0.23248 1.64261 -0.49 0.62 -0.58
H -2.78682 1.63249 0.97699 0.03 -0.16 -0.25
H 0.66606 2.62118 0.48715 -0.70 0.74 0.22
```
Forces are in eV/Å.

Atomic charges from the natural (NBO) analysis, expressed in e, are listed below: C 0.356; C -0.617; C -0.684; C -0.532; C -0.292; N -0.685; H 0.190; H 0.234; H 0.226; H 0.217; H 0.208; H 0.213; H 0.226; H 0.227; H 0.169; H 0.169; H 0.375



(6)
This record from the Open Molecules 2025 dataset describes a structure of composition C5H11N2 at a distorted geometry. The level of theory is wB97M-V/def2-TZVPD.

Output
HOMO level (spin up / spin down) in eV: -7.6 / -7.6
ΔE to the lowest compared entry with this formula, charge and spin in eV: 3.486
LUMO level (spin up / spin down) in eV: 0.9 / -0.4
Spin multiplicity: 2
Orbital gap (spin up / spin down) in eV: 8.50 / 7.14
Expectation value of S²: 0.75
Total energy in eV: -8337.259

```
18
Properties=species:S:1:pos:R:3:forces:R:3
C 0.53435 0.94971 -0.32670 1.19 -3.44 -5.07
C 1.03997 -0.72288 -1.00636 0.27 1.25 0.32
C 0.01596 -0.45578 -0.03787 -0.05 1.01 1.56
C 0.18831 -0.84992 1.43517 -0.66 0.31 -0.81
C -1.41047 -0.51370 -0.55220 0.37 -0.80 1.01
N -2.19252 0.36393 0.27189 -0.32 0.13 -0.54
N 1.68127 1.45378 0.39268 -3.01 0.68 1.55
H 0.58855 1.68552 0.75163 2.80 1.62 2.02
H 0.17922 1.40187 -1.26070 -0.08 0.30 0.60
H 0.79739 -1.10685 -1.97354 0.05 0.05 -0.51
H 2.05119 -0.57219 -0.65807 0.14 -0.74 -0.30
H -0.25436 -1.83826 1.57195 0.33 -0.08 0.22
H -0.39901 -0.12666 2.00070 0.05 -0.16 0.33
H -1.76060 -1.53772 -0.37555 -0.22 -0.22 0.07
H -1.42705 -0.41431 -1.63130 -0.19 0.57 -0.36
H 2.07175 2.30500 -0.01749 -0.49 -0.23 -0.21
H 1.23541 -0.78215 1.71743 -0.08 -0.23 0.08
H -2.93936 0.76064 -0.30165 -0.11 -0.01 0.05
```
Forces are in eV/Å.

Atomic charges from the natural (NBO) analysis, expressed in e, are listed below: C -0.184; C -0.434; C -0.084; C -0.610; C -0.297; N -0.409; N -0.804; H 0.433; H 0.219; H 0.206; H 0.224; H 0.210; H 0.221; H 0.223; H 0.189; H 0.363; H 0.232; H 0.305